# 1
{
  "formula": "C21H19BrN2O",
  "method": "the ωB97M-V functional and the def2-TZVPD basis",
  "elements": ["C", "C", "C", "C", "C", "C", "C", "C", "C", "C", "N", "O", "C", "C", "C", "N", "C", "C", "C", "C", "C", "C", "Br", "C", "C", "H", "H", "H", "H", "H", "H", "H", "H", "H", "H", "H", "H", "H", "H", "H", "H", "H", "H", "H"],
  "coordinates": [[1.414, 3.008, 0.612], [2.062, 2.052, -0.368], [3.225, 2.516, -0.997], [3.939, 1.706, -1.868], [3.456, 0.408, -2.158], [2.291, -0.040, -1.551], [1.552, 0.780, -0.670], [0.300, 0.151, -0.084], [0.675, -0.612, 1.177], [-0.454, -1.567, 1.604], [-0.167, -2.205, 2.914], [-0.765, -1.685, 3.892], [-0.719, -2.647, 0.636], [0.217, -3.651, 0.349], [-0.140, -4.669, -0.523], [-1.364, -4.760, -1.088], [-2.306, -3.855, -0.802], [-1.970, -2.797, 0.056], [-0.931, 1.031, 0.020], [-1.699, 1.239, -1.144], [-2.909, 1.934, -1.076], [-3.312, 2.521, 0.117], [-5.003, 3.383, 0.279], [-2.554, 2.372, 1.300], [-1.371, 1.617, 1.235], [0.372, 3.206, 0.336], [1.915, 3.981, 0.614], [1.460, 2.599, 1.654], [3.598, 3.522, -0.800], [4.869, 2.079, -2.326], [4.012, -0.271, -2.823], [1.950, -1.040, -1.789], [-0.012, -0.590, -0.823], [1.610, -1.186, 1.034], [0.892, 0.111, 1.989], [-1.346, -0.952, 1.699], [1.210, -3.550, 0.783], [0.673, -5.341, -0.784], [-3.291, -3.919, -1.221], [-2.746, -2.027, 0.279], [-1.395, 0.795, -2.102], [-3.555, 2.005, -1.959], [-2.879, 2.790, 2.213], [-0.805, 1.556, 2.162]],
  "atomic_forces_ev_per_a": [[-0.21, -0.23, 0.44], [-0.16, 0.53, 0.10], [0.29, -0.49, -0.26], [-0.02, -0.60, -0.45], [0.56, 0.39, 0.22], [0.10, 0.74, -0.02], [0.72, -0.03, -0.50], [0.05, -0.09, -0.38], [0.52, -0.15, 1.03], [-0.44, 1.16, 0.48], [-1.42, 1.59, 3.33], [1.92, -1.55, -3.70], [-0.27, -1.74, -0.74], [-0.24, 0.85, 0.08], [-0.42, 0.96, 0.03], [0.21, -0.60, -0.21], [2.46, 0.44, 1.15], [-1.53, 1.12, 0.09], [-0.52, 0.67, 0.41], [-0.10, -0.22, 0.68], [-0.12, 0.27, -0.26], [0.29, -0.47, 0.98], [0.23, -0.04, -0.23], [0.64, -0.92, -2.14], [-0.57, 0.34, -0.60], [0.20, -0.11, 0.27], [0.11, -0.27, 0.00], [-0.21, 0.37, -0.79], [-0.21, -0.29, 0.10], [-0.58, -0.27, 0.21], [-0.30, 0.49, 0.32], [-0.18, -0.03, 0.08], [0.17, -0.20, -0.06], [-0.38, 0.30, -0.15], [-0.16, -0.42, -0.23], [-0.22, -0.03, 0.24], [-0.09, -0.40, -0.15], [-0.60, -0.47, -0.29], [-0.21, -0.30, -0.30], [0.61, -0.66, -0.17], [-0.07, 0.17, 0.51], [0.34, 0.06, 0.36], [-0.30, 0.42, 0.78], [0.05, -0.31, -0.28]],
  "nbo_charge": [-0.637, -0.011, -0.200, -0.207, -0.217, -0.201, -0.013, -0.282, -0.372, -0.188, 0.165, -0.274, -0.009, -0.241, 0.029, -0.408, 0.039, -0.239, -0.026, -0.190, -0.239, -0.081, 0.056, -0.247, -0.156, 0.230, 0.219, 0.211, 0.211, 0.217, 0.217, 0.210, 0.229, 0.228, 0.218, 0.218, 0.223, 0.198, 0.203, 0.217, 0.225, 0.233, 0.228, 0.213],
  "gap_ev": 8.39,
  "lumo_energy_ev": -0.7,
  "homo_energy_ev": -9.046
}

# 2
{
  "formula": "C5H9NO",
  "method": "the ωB97M-V functional and the def2-TZVPD basis",
  "elements": ["C", "C", "C", "N", "C", "C", "O", "H", "H", "H", "H", "H", "H", "H", "H", "H"],
  "coordinates": [[0.674, -1.180, -1.694], [-0.179, -0.317, -0.747], [0.001, 1.096, -1.146], [0.180, 2.184, -1.456], [0.163, -0.485, 0.745], [-0.584, 0.505, 1.658], [-0.147, 1.807, 1.394], [0.512, -2.248, -1.512], [1.738, -0.955, -1.559], [0.414, -0.959, -2.736], [-1.238, -0.579, -0.900], [-0.087, -1.520, 1.029], [1.250, -0.400, 0.874], [-0.378, 0.222, 2.700], [-1.662, 0.366, 1.464], [-0.654, 2.464, 1.886]],
  "atomic_forces_ev_per_a": [[0.02, -0.02, 0.02], [0.03, 0.28, -0.12], [-0.15, -0.43, -0.02], [0.04, 0.20, -0.39], [0.08, -0.08, -0.05], [-0.05, -1.09, 0.01], [0.17, 0.41, 0.17], [0.01, 0.19, 0.04], [-0.18, -0.06, 0.00], [0.06, -0.10, 0.22], [0.20, 0.18, 0.05], [-0.07, 0.34, 0.02], [-0.18, 0.21, 0.03], [-0.13, 0.02, -0.06], [0.15, 0.22, 0.14], [0.00, -0.28, -0.05]],
  "nbo_charge": [-0.588, -0.321, 0.294, -0.329, -0.400, -0.058, -0.717, 0.212, 0.217, 0.225, 0.234, 0.214, 0.215, 0.166, 0.155, 0.480],
  "gap_ev": 11.09,
  "lumo_energy_ev": 0.8,
  "homo_energy_ev": -10.251,
  "e_above_lowest_kcal_mol": 29.95
}

# 3
{
  "formula": "C4H7NO",
  "method": "the ωB97M-V functional and the def2-TZVPD basis",
  "elements": ["O", "C", "N", "C", "C", "C", "H", "H", "H", "H", "H", "H", "H"],
  "coordinates": [[3.001, -1.458, -0.194], [2.039, -0.800, -0.478], [0.889, -0.594, 0.226], [-0.058, 0.384, -0.204], [-1.154, 0.527, 0.891], [-1.433, 0.014, -0.499], [1.928, -0.242, -1.427], [0.800, -0.104, 1.161], [0.317, 1.329, -0.597], [-1.273, -0.212, 1.695], [-1.461, 1.530, 1.156], [-1.961, 0.670, -1.171], [-1.634, -1.045, -0.560]],
  "atomic_forces_ev_per_a": [[-0.12, 0.07, 0.38], [0.08, 0.58, -0.78], [-0.67, 1.21, 2.77], [-0.98, 1.03, 0.30], [-0.15, 0.38, -0.64], [-0.87, -0.19, -0.43], [0.41, -0.32, -0.48], [2.24, -2.65, -0.21], [0.03, -0.17, -0.02], [0.54, 0.31, -0.42], [-0.09, -0.08, -0.12], [-0.28, -0.14, -0.17], [-0.15, -0.01, -0.18]],
  "nbo_charge": [-0.548, 0.552, -0.670, -0.073, -0.462, -0.417, 0.078, 0.435, 0.204, 0.229, 0.220, 0.220, 0.230],
  "gap_ev": 10.92,
  "lumo_energy_ev": 1.0,
  "homo_energy_ev": -9.914,
  "e_above_lowest_kcal_mol": 61.64
}